[1]
Below is a structure of composition C35H52N2O4Os, with properties calculated with the ωB97M-V functional and the def2-TZVPD basis.

The geometry in ORCA input format:
```
! wB97M-V def2-TZVPD RIJCOSX def2/J DEFGRID3
* xyz 2 1
Os -0.233 0.605 0.079
C -2.204 1.127 0.819
C -1.411 1.123 2.023
C -0.401 2.140 1.838
C -0.583 2.670 0.512
C -1.754 2.117 -0.110
C -2.471 2.679 -1.315
C -3.496 3.676 -0.739
C -3.219 1.599 -2.097
C -1.498 3.416 -2.236
C 0.665 2.734 2.768
C 1.784 1.767 3.184
C 1.351 3.926 2.083
C -0.069 3.293 4.000
C -1.831 0.227 3.186
C -2.883 1.028 3.978
C -0.702 -0.227 4.109
C -2.503 -1.049 2.655
H -3.031 0.458 0.646
H 0.016 3.449 0.073
H -4.239 3.167 -0.123
H -4.016 4.174 -1.557
H -3.009 4.442 -0.133
H -3.827 0.967 -1.449
H -2.538 0.967 -2.671
H -3.890 2.073 -2.814
H -1.060 4.290 -1.752
H -2.035 3.773 -3.115
H -0.691 2.764 -2.576
H 2.514 1.663 2.382
H 1.435 0.778 3.455
H 2.307 2.188 4.043
H 1.887 3.632 1.178
H 2.087 4.340 2.771
H 0.649 4.725 1.838
H -0.448 2.515 4.657
H -0.903 3.934 3.707
H 0.628 3.900 4.576
H -2.475 1.939 4.412
H -3.262 0.408 4.791
H -3.730 1.300 3.345
H -0.210 0.584 4.636
H 0.049 -0.803 3.562
H -1.127 -0.887 4.864
H -3.440 -0.861 2.135
H -2.734 -1.695 3.501
H -1.846 -1.604 1.981
C -1.141 -4.794 -3.145
C -1.273 -3.677 -2.118
C -2.111 -2.438 -2.592
C -3.528 -2.840 -3.020
C -4.412 -1.661 -3.407
C -1.368 -1.832 -3.774
O -1.517 -2.149 -4.912
N -0.361 -0.869 -3.460
C -0.241 -0.340 -2.247
O 0.592 0.556 -1.908
N -1.035 -0.681 -1.210
C -2.154 -1.538 -1.366
O -3.001 -1.586 -0.523
H -0.516 -5.585 -2.730
H -0.681 -4.453 -4.072
H -2.105 -5.235 -3.388
H -0.277 -3.335 -1.815
H -1.768 -4.051 -1.220
H -3.974 -3.401 -2.198
H -3.430 -3.517 -3.867
H -4.593 -0.996 -2.563
H -5.380 -2.021 -3.750
H -3.977 -1.085 -4.227
H 0.210 -0.534 -4.228
C 7.065 -3.377 -0.336
C 5.917 -2.428 -0.261
C 5.981 -1.176 -0.878
C 4.937 -0.283 -0.806
C 5.074 1.052 -1.487
C 3.760 -0.666 -0.080
C 2.721 0.261 -0.046
O 1.610 0.099 0.579
C 3.685 -1.949 0.562
C 2.493 -2.402 1.352
C 4.763 -2.790 0.450
H 7.856 -3.011 -0.986
H 6.731 -4.351 -0.696
H 7.480 -3.533 0.663
H 6.876 -0.903 -1.422
H 6.045 1.122 -1.970
H 5.002 1.878 -0.778
H 4.314 1.196 -2.257
H 2.850 1.214 -0.556
H 1.602 -2.473 0.722
H 2.260 -1.707 2.158
H 2.684 -3.382 1.782
H 4.730 -3.760 0.929
*
```

Largest force on an atom   0.2 eV Å⁻¹
LUMO energy   -0.2829 hartree
Energy   -50764.2947 eV
Relative energy (zero: lowest compared OMol25 entry of this formula, charge and spin)   0.028 eV
HOMO energy   -14.86 eV
Frontier orbital gap   0.2634 hartree

Mulliken atomic charge list, values in e, 5 entries: atom 1 (Os): 1.4960, atom 2 (C): -1.5517, atom 3 (C): 0.3076, atom 4 (C): -0.1199, atom 5 (C): -0.4151

---

[2]
Below is a structure of composition C35H53AsNOP2Yb, with properties calculated with the ωB97M-V functional and the def2-TZVPD basis.

The geometry in ORCA input format:
```
! wB97M-V def2-TZVPD RIJCOSX def2/J DEFGRID3
* xyz 2 2
Yb 1.538 -0.531 -0.679
P -0.302 -1.500 -2.678
P -0.260 3.389 -0.867
N 1.726 0.892 -2.291
C 1.338 -1.311 -3.525
H 2.050 -2.034 -3.084
H 1.173 -1.598 -4.580
C 1.993 0.088 -3.472
H 3.087 -0.067 -3.634
H 1.689 0.613 -4.409
C 1.835 2.320 -2.595
H 1.246 2.603 -3.502
H 2.905 2.530 -2.850
C 1.494 3.269 -1.436
H 1.855 4.284 -1.703
H 2.114 2.970 -0.572
C -0.158 3.988 0.872
C 0.428 2.907 1.779
H 1.477 2.669 1.561
H -0.160 1.985 1.717
H 0.369 3.229 2.825
C -1.247 4.595 -1.811
C -2.771 4.571 -1.565
H -3.250 5.103 -2.403
H -3.052 5.114 -0.650
H -3.181 3.557 -1.538
C -1.593 -1.809 -3.994
C -2.920 -2.363 -3.437
H -3.685 -2.286 -4.225
H -3.280 -1.791 -2.572
H -2.844 -3.424 -3.163
C -0.061 -3.154 -1.807
C -1.241 -3.507 -0.889
H -0.871 -4.126 -0.060
H -2.008 -4.092 -1.415
H -1.721 -2.626 -0.442
C -1.117 1.714 -0.844
C -0.756 6.050 -1.647
H 0.101 6.152 -0.976
H -0.472 6.447 -2.625
H -1.562 6.688 -1.264
C -1.132 -2.614 -5.215
H -2.009 -3.049 -5.713
H -0.628 -1.973 -5.947
H -0.462 -3.441 -4.959
C 0.282 -4.314 -2.741
H 0.604 -5.161 -2.118
H -0.591 -4.654 -3.316
H 1.108 -4.090 -3.429
C -1.485 4.513 1.409
H -2.283 3.770 1.310
H -1.358 4.715 2.477
H -1.803 5.445 0.933
H 0.556 4.825 0.805
H 0.829 -2.988 -1.158
H -1.088 4.271 -2.856
H -1.797 -0.772 -4.328
O -1.037 0.622 -0.361
H -3.212 1.537 -2.877
H -2.527 1.745 -2.737
C -0.185 0.995 6.346
C 1.077 0.518 5.978
C 1.285 -0.008 4.696
C 0.214 -0.058 3.794
C -1.049 0.449 4.148
C -1.246 0.964 5.433
As 0.385 -0.919 2.040
C 2.377 -1.013 1.989
C 3.067 0.042 1.339
C 4.380 -0.172 0.893
C 5.055 -1.333 1.285
C 4.432 -2.279 2.103
C 3.093 -2.114 2.468
C -0.544 -2.592 2.518
C 0.095 -3.798 2.820
C -0.660 -4.869 3.316
C -2.051 -4.763 3.415
C -2.700 -3.587 3.015
C -1.945 -2.500 2.563
H -0.344 1.395 7.348
H 1.909 0.549 6.684
H 2.263 -0.383 4.397
H -1.872 0.425 3.431
H -2.233 1.336 5.715
H 2.588 1.017 1.189
H 4.888 0.596 0.300
H 6.097 -1.479 0.999
H 4.983 -3.149 2.469
H 2.622 -2.795 3.174
H 1.166 -3.902 2.673
H -0.152 -5.786 3.624
H -2.637 -5.601 3.793
H -3.788 -3.506 3.061
H -2.443 -1.578 2.255
*
```

Largest force on an atom   2.9 eV Å⁻¹
LUMO energy (alpha / beta)   -0.2293 / -0.2260 hartree
Energy   -151620.4657 eV
Relative energy (zero: lowest compared OMol25 entry of this formula, charge and spin)   1.194 eV
HOMO energy (alpha / beta)   -12.52 / -12.52 eV
Frontier orbital gap (alpha / beta)   0.2307 / 0.2342 hartree

Mulliken atomic charge list, values in e, 5 entries: atom 1 (Yb): 0.2775, atom 2 (P): 0.7603, atom 3 (P): 0.5869, atom 4 (N): 0.3625, atom 5 (C): -1.2482

---

[3]
Below is a cluster of 3 separate species, C35H54BrClFN4O13P in total, with properties calculated with the ωB97M-V functional and the def2-TZVPD basis.

The geometry in ORCA input format:
```
! wB97M-V def2-TZVPD RIJCOSX def2/J DEFGRID3
* xyz 0 1
C 0.995 2.574 1.950
C 1.889 1.434 1.281
C 2.337 2.018 -0.144
C 1.037 0.121 1.123
C 1.853 -1.191 0.881
C 1.156 -2.372 0.929
C -0.381 -2.445 1.206
C -1.193 -2.443 -0.161
O -0.658 -1.438 -1.058
C -2.720 -2.097 0.060
N -3.437 -3.337 0.494
C 1.868 -3.744 0.673
O 1.569 -4.737 1.294
C 3.008 -3.692 -0.407
C 3.281 -4.817 -1.312
C 2.434 -6.124 -1.301
C 3.311 -7.380 -0.899
O 4.339 -7.229 -0.323
Br 2.765 -9.212 -1.366
C 4.390 -4.646 -2.282
C 4.761 -5.742 -3.325
C 3.835 -5.533 -4.594
O 4.233 -5.043 -5.616
O 2.504 -5.965 -4.560
C 5.185 -3.404 -2.321
C 6.365 -3.210 -3.351
O 6.200 -3.045 -4.521
N 7.735 -3.189 -2.826
C 7.849 -3.886 -1.579
O 7.600 -5.037 -1.443
F 8.317 -3.206 -0.464
C 4.883 -2.275 -1.396
P 5.939 -0.745 -1.600
O 4.818 0.527 -1.735
Cl 7.134 -0.438 0.113
C 3.784 -2.428 -0.441
C 3.370 -1.269 0.549
O 4.201 -0.539 1.026
H 0.872 2.352 3.042
H 0.025 2.704 1.407
H 1.597 3.524 1.858
H 2.783 1.316 1.949
H 2.325 3.146 -0.130
H 1.670 1.645 -0.967
H 3.410 1.726 -0.274
H 0.495 -0.024 2.107
H 0.242 0.320 0.360
H -0.643 -3.418 1.717
H -0.747 -1.627 1.878
H -1.070 -3.436 -0.685
H -1.075 -1.526 -1.930
H -2.835 -1.302 0.865
H -3.178 -1.729 -0.895
H -4.278 -3.500 -0.057
H -2.795 -4.119 0.363
H 1.970 -6.323 -2.312
H 1.582 -6.101 -0.574
H 4.591 -6.791 -2.973
H 5.807 -5.682 -3.709
H 1.942 -5.209 -4.818
H 8.068 -2.232 -2.659
H 4.843 0.733 -2.692
C -7.151 2.284 3.533
O -6.304 2.343 4.668
C -6.673 1.422 5.693
C -5.602 0.352 5.856
N -5.582 -0.549 4.705
C -4.430 -1.452 4.687
C -3.046 -0.820 4.512
O -2.843 -0.225 3.236
C -3.273 1.124 3.137
H -6.867 3.093 2.859
H -7.032 1.334 3.004
H -8.198 2.422 3.819
H -7.657 0.976 5.510
H -6.738 1.994 6.624
H -5.804 -0.226 6.763
H -4.638 0.861 5.978
H -5.568 0.003 3.856
H -4.589 -2.142 3.854
H -4.437 -2.056 5.600
H -2.312 -1.629 4.579
H -2.794 -0.120 5.315
H -3.178 1.663 4.083
H -4.302 1.171 2.775
H -2.646 1.621 2.393
C -0.950 8.539 -2.868
O -2.023 7.661 -3.165
C -1.793 6.864 -4.325
C -1.658 5.396 -3.941
N -0.409 5.156 -3.221
C -0.325 3.823 -2.622
C -1.309 3.496 -1.495
O -1.099 4.251 -0.310
C -1.762 5.505 -0.280
H -1.259 9.183 -2.044
H -0.062 7.981 -2.557
H -0.711 9.169 -3.730
H -0.924 7.208 -4.894
H -2.674 6.976 -4.965
H -1.675 4.784 -4.848
H -2.527 5.131 -3.327
H -0.318 5.843 -2.483
H 0.687 3.728 -2.218
H -0.419 3.071 -3.412
H -1.140 2.451 -1.212
H -2.355 3.553 -1.817
H -2.703 5.493 -0.836
H -1.107 6.292 -0.660
H -1.981 5.742 0.763
*
```

Largest force on an atom   3.0 eV Å⁻¹
LUMO energy   -0.0459 hartree
Energy   -164315.3005 eV
HOMO energy   -8.81 eV
Frontier orbital gap   0.2779 hartree
SMILES   CC(C)CC1=C(C[C@H](O)CN)C(=O)c2c(CC(=O)Br)c(CC(=O)O)c(C(=O)NC(=O)F)c(P(O)Cl)c2C1=O.COCCNCCOC.COCCNCCOC

Mulliken atomic charge list, values in e, 5 entries: atom 1 (C): -1.4511, atom 2 (C): 0.4935, atom 3 (C): -1.0968, atom 4 (C): -0.8191, atom 5 (C): 1.0898